Record 1
Density functional theory data (ωB97M-V/def2-TZVPD) for a molecular structure, C40H76Br12Hg2N4O4 in a non-equilibrium geometry.

Computed properties:
LUMO energy: -3.48 eV
DFT total energy: -33283.9063 Eh
2S+1: 1
HOMO-LUMO gap: 2.2 eV
energy relative to the best compared isomer or geometry (same formula, charge and spin): 922.0 kJ/mol

Each line ends with the Mulliken charge.
Cartesian coordinates (Å):
O 1.680 2.215 2.120  -0.470
H 5.340 2.657 0.472  0.410
H -1.055 7.267 0.319  0.374
H 6.051 3.811 2.793  0.418
H 5.792 3.476 5.251  0.456
H 3.639 5.275 2.473  0.337
H 1.890 -4.220 3.285  0.350
H -1.319 5.078 -2.812  0.388
Br -10.129 -3.321 3.248  0.010
C 3.634 -6.669 0.526  -0.944
H -0.409 6.257 -2.126  0.431
H -0.493 4.678 -1.288  0.156
H -5.477 6.090 -1.484  0.330
O -0.468 -1.450 -0.916  -0.396
H 3.246 -5.004 -0.623  0.413
H 3.160 -7.267 2.449  0.414
H 6.424 -5.840 1.365  0.366
H 3.748 1.921 0.392  0.303
C -2.758 6.878 1.555  -0.785
N 4.256 -4.166 1.905  0.664
H 5.415 -6.925 2.942  0.367
C -1.888 -0.817 -3.405  -1.441
C -4.640 -2.719 -1.505  -0.756
H -4.718 6.303 2.210  0.455
C -1.064 5.442 -1.816  -1.578
O -3.602 3.924 -1.707  -0.522
H -1.001 -3.497 -2.908  0.419
C 3.924 2.473 5.189  -1.157
H -1.029 -1.067 -4.029  0.357
C -4.126 -2.420 -0.159  -1.224
C 3.826 -5.324 2.796  1.659
C 4.170 -5.418 -0.219  -1.272
C -5.419 6.223 -0.404  -1.902
Hg -1.395 1.855 -0.581  0.186
C 1.874 3.870 4.624  -1.568
C 5.065 -6.050 3.490  -1.659
Br -8.632 -6.198 3.215  -0.009
C -2.093 -4.098 0.189  -1.657
H -2.208 -3.212 -4.189  0.469
Br -1.261 -7.226 -7.868  -0.017
H -3.197 0.419 -10.442  0.363
H -4.618 -3.757 -1.838  0.313
C -2.387 -1.953 -2.456  1.614
H 7.045 -4.221 1.287  0.373
N 2.910 2.299 2.908  0.648
H -7.775 -3.857 2.427  0.215
H -1.057 -4.204 -0.134  0.369
H 0.702 1.366 4.752  0.305
H -3.355 6.885 -2.588  0.353
Br -0.818 1.063 -11.225  -0.024
H -3.454 5.109 2.284  0.512
H 2.887 4.389 1.076  0.419
H 4.288 1.460 5.014  0.388
C 4.929 3.495 4.585  -0.759
C -2.831 7.191 -1.682  -1.759
C -2.232 0.518 -9.945  -0.340
C -2.262 5.960 -0.899  1.297
C -1.680 6.390 0.490  -1.115
H -2.023 -4.465 1.213  0.460
H 1.778 1.162 6.014  0.380
Br -1.765 -1.252 -9.215  0.007
C 3.747 4.477 1.739  -1.832
H 3.098 -4.021 4.411  0.398
C 4.081 3.036 2.252  1.571
C 6.419 -4.937 0.755  -1.733
H -1.272 -1.989 1.782  0.298
C -2.046 -3.263 -3.113  -1.928
H 4.746 -5.759 -1.079  0.503
C -2.544 -2.522 0.038  1.447
O 4.927 -3.107 2.670  -0.526
N -3.287 4.893 -0.594  0.690
C 4.989 -4.445 0.604  1.461
H 5.282 -3.468 -1.354  0.386
H -2.648 -0.604 -4.156  0.471
H -0.988 5.770 1.060  0.478
H -2.053 7.892 -1.984  0.451
H -4.578 3.327 1.244  0.421
Br 0.789 5.515 -7.418  -0.015
C -5.266 4.045 0.798  -1.844
H 5.889 2.188 3.297  0.362
Br 2.213 2.657 -6.301  0.002
Br -2.762 -10.222 -7.434  -0.021
C 2.626 2.567 4.362  1.212
H -5.780 3.535 -0.017  0.374
H -1.641 0.133 -2.931  0.002
N -1.876 -1.714 -1.075  0.680
C 4.570 2.164 1.065  -1.691
C -2.270 -1.830 1.375  -1.743
Br 3.694 5.490 -6.148  -0.028
H 3.861 2.565 6.273  0.474
H -2.556 -4.176 -2.805  0.315
H -2.236 7.104 2.484  0.410
Br -7.324 -3.749 4.807  -0.013
H 5.940 -5.402 3.526  0.326
H -5.251 7.241 -0.052  0.383
Br -2.521 2.023 -8.623  -0.004
C 3.074 -6.324 1.909  -1.294
C 1.776 1.326 4.936  -1.517
C -3.948 -1.800 -2.581  -1.502
C 2.676 -4.797 3.772  -1.801
H 2.140 4.180 5.635  0.338
C -2.977 -8.232 -7.729  -0.328
H -3.452 -8.023 -8.688  0.377
H 4.229 -2.615 -0.321  0.230
H 4.456 4.473 4.499  0.295
H 2.814 4.115 -8.199  0.377
H -5.692 -2.434 -1.508  0.439
H 0.810 3.817 4.397  0.397
H 3.054 -7.358 -0.089  0.430
H 2.246 -5.614 4.351  0.435
C 5.304 3.094 3.133  -1.292
H 2.214 4.703 4.009  0.309
H -4.175 -0.744 -2.432  0.497
Hg 2.590 -1.010 1.559  0.168
C 2.443 4.400 -7.215  -0.337
H 5.962 -2.607 0.050  0.347
C -8.402 -4.224 3.239  -0.201
H -2.467 -0.762 1.477  0.292
C 5.134 -3.223 -0.302  -1.624
H -2.976 -2.315 2.049  0.482
C -4.473 5.246 0.248  1.634
C -3.900 5.865 1.637  -1.297
H -5.983 4.234 1.598  0.411
H -4.520 -1.446 0.133  0.433
H 1.991 -6.203 1.882  0.511
H -2.788 -4.769 -0.315  0.330
H 4.545 -7.257 0.635  0.329
H -4.518 -3.240 0.442  0.428
H 4.601 4.820 1.154  0.482
H 4.813 -6.414 4.486  0.411
H 6.896 -5.119 -0.208  0.384
H -4.375 -1.918 -3.577  0.487
Br -4.031 -7.279 -6.291  -0.010
H 2.141 0.356 4.599  0.309
H -6.450 6.067 -0.087  0.471
H 4.986 1.302 1.587  0.395
H -3.276 7.798 1.286  0.320
H -3.501 7.731 -1.013  0.327

Atoms 1-6, force components in eV/Å:
5.325 0.058 2.939
0.088 0.134 0.279
0.086 0.205 -0.365
-0.319 0.171 -0.502
0.220 0.570 -0.263
-0.422 -0.380 0.316



Record 2
Density functional theory data (ωB97M-V/def2-TZVPD) for a molecular structure, C3HAlO2 in a non-equilibrium geometry.

Computed properties:
LUMO energy (spin up / spin down): -15.63 / -15.62 eV
DFT total energy: -506.8502 Eh
2S+1: 1
total charge: +2
HOMO-LUMO gap (spin up / spin down): 5.4 / 5.4 eV
energy relative to the best compared isomer or geometry (same formula, charge and spin): 6.2 kJ/mol

Each line ends with the Mulliken charge.
Cartesian coordinates (Å):
C 0.722 -0.214 0.108  0.234
O -1.332 -0.731 -0.071  -0.112
H 0.059 -2.390 -0.164  0.399
Al 2.387 0.199 -0.089  0.955
C -0.046 -1.317 -0.010  0.143
O -1.047 1.577 -0.150  -0.241
C -0.599 0.495 0.044  0.622

Atoms 1-6, force components in eV/Å:
-2.705 -0.603 0.763
4.218 -1.055 0.944
-0.003 0.096 0.216
2.923 0.855 -0.234
-2.728 -2.042 -0.929
1.618 -2.495 1.030



Record 3
Density functional theory data (ωB97M-V/def2-TZVPD) for a gas-phase ion, C4H6N3 (charge +1) in a non-equilibrium geometry.

Computed properties:
LUMO energy (spin up / spin down): -4.61 / -4.61 eV
DFT total energy: -319.7022 Eh
2S+1: 1
total charge: +1
HOMO-LUMO gap (spin up / spin down): 9.5 / 9.5 eV
energy relative to the best compared isomer or geometry (same formula, charge and spin): 865.0 kJ/mol
SMILES: c1c2n([NH+]3CC3)n1-2

Each line ends with the Mulliken charge.
Cartesian coordinates (Å):
H -1.915 0.742 1.534  0.283
C 0.176 -0.279 1.679  -0.413
N 0.082 0.680 0.617  0.201
C 0.790 -0.398 -2.579  0.053
H 0.289 0.046 2.783  0.272
N -0.138 0.288 -1.792  -0.301
H 0.644 -0.628 -3.704  0.347
N 0.741 0.397 -0.679  -0.078
H 0.578 -1.119 1.387  0.351
C -1.190 0.096 1.056  -0.213
H 0.554 1.635 0.778  0.409
H -1.710 -0.574 0.312  0.255
C 1.099 -0.887 -1.391  -0.166

Atoms 1-6, force components in eV/Å:
0.498 0.234 0.308
-4.216 3.526 3.635
2.476 1.778 -1.672
-2.600 1.673 -3.077
0.321 -0.162 -2.297
0.678 0.089 -0.195